# 1
23
Properties=species:S:1:pos:R:3:forces:R:3 method="wB97M-V/def2-TZVPD" total_charge=+1 lumo_ev=-3.07 fmax_ev_per_a=3.3 e_above_lowest_kj_mol=257.0 e_homo_ev=-12.7 gap_ev=9.669 total_energy_ev=-9437.3082 smiles="C=C(C[C@@H](C)[NH3+])NC"
N 0.67022 -0.92441 1.20451 2.1 0.6 1.6
N 1.23242 0.20190 -1.13988 1.1 0.4 -3.0
C -0.31962 1.55517 -2.41215 -1.3 0.6 -1.1
C -0.70364 -0.66883 0.87184 1.3 -2.2 0.5
C -1.01170 0.37300 -0.12318 -0.6 1.0 -2.0
C -0.25734 0.35668 -1.50522 1.7 -1.7 0.8
C -1.59422 -1.49378 1.36409 -0.5 -0.2 -0.1
C 1.35803 0.17277 1.98318 0.0 1.4 0.4
H 0.36194 1.59095 -3.33802 -1.4 -0.6 1.3
H 1.49675 1.02635 -0.65331 0.7 1.3 0.0
H 0.94926 -1.79560 1.74576 -1.6 1.2 -1.3
H -2.57285 -1.48683 0.99767 -1.5 0.2 -0.4
H -2.06235 0.32776 -0.46603 0.3 -0.1 0.7
H 1.47704 -0.49032 -0.49001 -0.7 -2.1 2.0
H 1.90822 -0.02699 -1.92496 -1.2 1.0 0.6
H -0.44313 -0.60297 -2.01796 -0.4 0.5 0.1
H 1.98353 -0.33059 2.81581 -0.4 1.1 -1.8
H -0.90885 1.32527 0.37574 0.2 0.7 -0.2
H 0.60724 0.80543 2.60912 1.1 -0.9 -1.3
H -0.08825 2.43927 -1.88273 0.8 1.0 1.0
H -1.39706 1.81512 -2.60926 1.0 -0.8 -0.6
H 1.95570 0.94897 1.23578 -1.1 -2.0 2.3
H -1.41470 -2.25835 2.07864 0.5 -0.4 0.6

***

# 2
24
Properties=species:S:1:pos:R:3:forces:R:3 method="wB97M-V/def2-TZVPD" total_charge=+1 lumo_ev=-2.73 fmax_ev_per_a=3.7 e_above_lowest_kj_mol=60.6 e_homo_ev=-14.1 gap_ev=11.361 total_energy_ev=-11485.8323 smiles="C/[NH+]=C(/C)N[C@H](C)CO"
O -0.70449 1.25647 -1.55149 0.7 1.4 -1.2
N -0.10914 -0.76040 -0.17427 0.0 -0.2 -0.7
N 1.88152 0.32305 0.60863 0.6 2.2 -0.2
C -1.88984 0.70269 -1.01188 2.8 -1.8 1.2
C 2.03637 -1.29252 -1.01707 3.4 -0.9 -0.9
C -1.32818 -0.03442 0.28801 0.5 0.4 -0.3
C -2.19265 -1.06306 1.00998 0.1 -0.2 -0.5
C 1.31268 1.42774 1.41661 1.2 -0.2 1.4
C 1.20697 -0.51760 -0.13010 -2.0 -0.1 -0.2
H -0.39733 -1.38496 -0.94557 0.8 0.2 0.7
H -0.86562 2.12915 -1.98148 0.0 -1.1 0.4
H -2.23832 -0.10534 -1.65783 -0.7 0.4 -0.2
H 1.91348 -2.40372 -0.93992 -0.2 1.1 -0.4
H -1.46663 -1.59969 1.65626 -1.0 0.8 0.8
H -2.42559 -1.93800 0.37285 -0.5 0.8 -0.3
H 2.03521 -0.85507 -2.03751 -0.6 -0.7 0.3
H -0.92538 0.68843 0.99417 -0.6 0.2 0.0
H 2.22499 2.04703 1.72741 -1.5 -0.7 -0.5
H -3.12585 -0.55773 1.40237 1.2 -1.1 0.1
H 3.11591 -1.05866 -0.71061 -1.3 -0.9 -0.4
H 0.57334 2.06507 0.83870 0.8 -1.0 1.0
H -2.47869 1.53677 -0.80790 -2.0 0.6 0.6
H 2.86007 0.50255 0.27361 -1.5 -0.6 0.7
H 0.98718 0.89221 2.37702 -0.3 1.4 -1.3

***

# 3
25
Properties=species:S:1:pos:R:3:forces:R:3 method="wB97M-V/def2-TZVPD" total_charge=+1 lumo_ev=-4.39 fmax_ev_per_a=3.4 e_above_lowest_kj_mol=523.6 e_homo_ev=-15.6 gap_ev=11.256 total_energy_ev=-13530.2918 smiles="CC[N+](C)(C)[C@@H](C)[N+](=O)[O-]"
O -2.58456 -0.28488 1.21761 -0.4 -0.2 0.6
O -2.89300 1.19930 -0.31098 -0.5 0.5 -0.2
N -2.34884 0.24463 0.16500 0.5 0.0 -0.4
N 0.21929 -0.09290 0.36854 -2.5 -0.4 -2.2
C -1.51839 -1.80816 -0.85829 -0.1 -0.3 0.1
C 0.21580 -0.97156 1.53036 0.0 -0.7 1.0
C -1.24632 -0.36036 -0.64465 2.1 0.0 1.6
C 1.33131 -0.44153 -0.52494 0.6 -0.2 -0.5
C 0.06405 2.35660 -0.32904 0.0 -0.1 0.0
C 0.28044 1.33200 0.77707 0.1 1.0 0.2
H -0.44522 1.49751 1.57551 0.0 -0.2 0.0
H -0.63454 -0.76845 2.18179 0.1 0.0 -0.2
H -0.97227 2.41576 -0.65100 0.0 0.0 0.0
H 1.33539 -1.50939 -0.72964 -0.1 0.0 0.1
H 2.27932 -0.18417 -0.05332 -0.1 0.0 0.1
H -1.79353 -2.29988 0.07564 0.1 0.1 -0.1
H 1.27689 1.48131 1.20406 -0.1 -0.2 0.1
H -1.05423 0.23880 -1.52937 0.0 0.1 0.2
H 1.13473 -0.80905 2.09743 0.0 0.1 -0.1
H 0.19333 -2.01977 1.22324 0.0 0.2 -0.1
H -2.38056 -1.88108 -1.52699 0.0 0.0 0.0
H -0.69728 -2.33316 -1.33766 0.1 0.1 -0.1
H 0.32521 3.33485 0.06814 0.0 0.0 0.0
H 0.70140 2.18092 -1.19198 0.1 0.0 -0.1
H 1.26540 0.09324 -1.46919 -0.1 0.1 0.1

***

# 4
26
Properties=species:S:1:pos:R:3:forces:R:3 method="wB97M-V/def2-TZVPD" total_charge=+1 lumo_ev="-2.99 / -2.99" fmax_ev_per_a=5.5 e_above_lowest_kj_mol=206.6 e_homo_ev="-12.0 / -12.0" gap_ev="9.002 / 9.003" total_energy_ev=-15576.8209
O 0.26116 -1.87161 0.59216 0.3 1.0 0.4
O 0.36589 0.36872 1.12227 -0.4 -0.1 1.7
O 0.34725 0.04077 -2.82768 1.6 2.3 3.0
N -1.75919 -0.74865 0.28447 0.5 -1.9 0.6
N 1.52207 1.28514 -1.05481 -2.0 -2.9 -0.3
C 0.75835 0.54669 -1.82014 -1.4 -3.0 -0.3
C 0.17199 -2.80598 -0.47427 -0.9 -0.6 -0.7
C 0.44318 0.27653 2.64950 -1.8 -1.4 -0.6
C -2.48309 0.49222 0.13913 -3.3 -0.6 -0.5
C -0.03929 -0.57830 0.26137 -0.5 -0.1 -1.5
C 2.23194 2.38532 -1.47301 2.5 3.8 -3.1
H 1.15882 -2.84596 -1.00078 -1.1 0.0 0.1
H -0.75356 -2.59689 -1.21207 2.3 -0.5 1.4
H -3.57221 0.37011 0.58557 2.3 0.5 -0.9
H -0.02130 -3.75039 0.07748 0.2 0.4 -0.9
H 2.13508 2.45287 -2.63970 0.2 0.2 2.2
H 3.39091 2.38509 -1.28288 -2.4 -0.3 0.1
H -1.99409 1.37358 0.48524 0.6 0.2 0.8
H 1.44058 0.54023 2.88498 1.0 -0.2 0.2
H 1.27169 1.21871 -0.07215 0.0 -0.3 0.4
H -1.91084 -1.40104 -0.56451 0.1 1.5 2.0
H -2.07551 -1.28396 1.15423 0.8 0.7 -1.4
H -0.19754 1.06108 3.11386 0.1 -0.7 -0.7
H 1.72144 3.27588 -0.99591 1.1 -0.6 -0.8
H -2.55722 0.59168 -0.93026 -0.5 0.6 -0.4
H 0.14347 -0.78182 2.99791 0.7 1.8 -0.6

***

# 5
24
Properties=species:S:1:pos:R:3:forces:R:3 method="wB97M-V/def2-TZVPD" total_charge=+1 lumo_ev=-3.74 fmax_ev_per_a=5.9 e_above_lowest_kj_mol=238.2 e_homo_ev=-12.8 gap_ev=9.097 total_energy_ev=-20271.9648
S -3.93262 -0.89967 0.04769 -1.0 -0.7 -1.5
N 0.97392 -0.70965 -0.07550 -2.0 2.8 2.9
N -2.12929 1.00228 -0.33440 0.1 1.1 -0.8
C 0.92163 -1.27332 1.27457 -3.7 -1.4 0.8
C 0.77024 1.59201 1.04401 -0.8 0.8 -2.6
C 1.41780 1.17513 -1.44664 -1.5 1.5 1.0
C 0.94076 0.61291 -0.10741 1.9 -0.8 -1.0
C 0.85898 -1.58876 -1.17739 3.1 -4.9 -1.0
C -2.64986 0.13686 0.44190 2.4 1.2 -0.3
H 0.47260 1.29577 2.04654 0.5 -0.1 -0.3
H -1.98388 -0.06689 1.32637 -1.1 0.0 -0.4
H 2.51938 1.17542 -1.41109 -0.3 0.0 0.0
H 0.37544 -2.27265 1.29027 1.1 1.1 -0.3
H -0.09247 2.16894 0.56767 0.7 -0.5 0.9
H 0.33586 -0.68512 2.03737 0.5 -0.2 -1.3
H 0.26708 -1.30520 -2.03743 0.1 0.6 0.1
H 1.04861 2.27066 -1.51691 0.6 -2.0 -0.4
H 1.07013 0.47673 -2.22168 0.2 1.0 -0.1
H 1.86688 -1.32125 1.67719 2.3 -0.6 0.7
H 1.59723 2.33419 0.94735 -0.4 -0.7 0.6
H 2.00173 -1.93805 -1.48445 -2.9 1.1 0.3
H -4.53898 -0.93448 1.19664 -0.4 -0.1 1.2
H 0.44452 -2.64090 -0.85209 0.5 2.3 -0.2
H -2.55570 1.39506 -1.23256 0.0 -1.5 1.7

***

# 6
25
Properties=species:S:1:pos:R:3:forces:R:3 method="wB97M-V/def2-TZVPD" lumo_ev=0.65 fmax_ev_per_a=6.2 e_above_lowest_kj_mol=272.1 e_homo_ev=-7.2 gap_ev=7.815 total_energy_ev=-12980.8478 smiles="CC(C)=C(N)N.CC(N)=O"
O -0.66475 0.94728 2.79278 -0.7 -1.4 -1.6
N -1.46589 -1.41641 0.32535 -0.4 0.1 1.3
N 0.86604 1.15105 1.11487 -2.8 1.0 0.7
N -1.08480 0.25938 -1.33246 -0.8 2.1 -1.3
C -0.47143 1.25222 1.61166 4.0 3.5 3.2
C 0.76225 -1.05183 -0.60168 -2.5 -0.4 -0.3
C 1.54871 -0.58187 -1.79453 -0.3 0.6 0.0
C -1.20166 2.48145 1.08346 -1.5 -0.7 -1.8
C -0.53669 -0.61734 -0.36354 1.7 -2.3 -3.2
C 1.28593 -2.30278 0.03911 -0.3 0.3 0.0
H 2.37485 -2.30695 0.02714 0.1 0.0 0.4
H -1.65755 0.04392 -2.14351 0.7 -2.0 0.0
H 1.82793 0.46668 -1.68688 0.1 0.1 -0.2
H 0.87411 -2.44971 1.03508 0.3 -0.1 0.2
H -0.54031 3.30367 0.81237 0.2 -0.2 0.4
H -1.72725 2.24141 0.16056 0.1 0.1 -0.2
H 0.98883 -3.16831 -0.56206 -0.1 -0.1 0.0
H 2.45423 -1.15733 -1.97083 0.1 -0.1 0.4
H 0.97227 -0.66249 -2.72034 -0.1 0.1 0.1
H -1.17638 -1.70713 1.25296 0.2 -0.1 -0.1
H -1.56772 1.14115 -1.21483 0.7 0.1 1.7
H 1.05693 1.63481 0.23662 0.5 -0.8 0.7
H -2.03554 2.81024 1.69686 0.5 -0.1 0.6
H -2.37508 -0.98833 0.45126 0.2 0.3 -0.2
H 1.49296 0.67721 1.75061 0.2 0.1 -0.7

***

# 7
25
Properties=species:S:1:pos:R:3:forces:R:3 method="wB97M-V/def2-TZVPD" total_charge=+2 lumo_ev=-9.53 fmax_ev_per_a=4.7 e_above_lowest_kj_mol=206.7 e_homo_ev=-17.8 gap_ev=8.317 total_energy_ev=-21749.5717
S 2.01106 -0.83953 0.10864 -0.4 -0.4 0.4
N -0.20589 0.74607 -0.17718 0.3 -1.5 0.0
N -0.36428 0.79055 -1.40694 0.2 -1.4 0.5
N -0.44373 -1.35975 0.93833 0.0 -0.1 -0.8
C -1.86085 -1.13620 1.39198 1.3 -0.7 0.1
C 0.34338 -0.57639 0.28662 -0.9 1.1 -0.1
C 0.10261 -2.64383 1.34844 0.0 -0.3 -1.0
C -0.77307 1.86559 -2.14377 -0.2 -1.0 -4.6
C 2.47787 0.21999 -1.24028 -2.9 -0.8 -2.3
C -0.20302 1.77097 0.85865 -0.9 2.0 2.2
H -1.68810 -1.60319 2.39802 -1.6 1.1 -0.5
H -2.63121 -1.64872 0.76437 1.0 0.0 0.5
H -2.00666 -0.07366 1.31294 -0.5 0.3 0.7
H 1.92964 1.18802 -1.24919 1.6 -0.4 0.3
H -1.41853 1.40330 -3.12493 0.9 1.2 3.0
H -0.73975 -3.25869 1.55230 -0.6 -1.0 -0.5
H 2.20670 -0.29578 -2.22531 0.3 0.6 1.3
H -1.27542 2.14892 1.22348 2.1 -1.0 -1.1
H 0.04172 2.07610 -2.92754 -0.4 -0.1 1.2
H 0.32823 1.34954 1.78718 -0.8 0.6 -1.5
H 3.50487 0.08187 -1.15247 2.1 1.1 0.0
H 0.78593 -2.97227 0.55669 -0.4 -0.5 0.3
H 0.36495 2.66539 0.49505 -0.5 -0.7 0.3
H 0.59520 -2.63961 2.28313 1.0 0.7 1.1
H -1.08166 2.74131 -1.65820 -0.8 1.2 0.5

***

# 8
25
Properties=species:S:1:pos:R:3:forces:R:3 method="wB97M-V/def2-TZVPD" total_charge=+1 lumo_ev="-3.32 / -3.32" fmax_ev_per_a=2.9 e_above_lowest_kj_mol=274.4 e_homo_ev="-11.5 / -11.5" gap_ev="8.140 / 8.141" total_energy_ev=-12416.3248
N 0.80760 -1.67122 0.10318 -1.6 -1.2 -0.5
N 1.62672 1.98661 0.07382 0.4 -0.1 0.0
N 1.93922 -1.54795 0.48916 1.2 -0.6 0.7
N -0.65651 -1.08320 -1.62490 0.0 -0.2 0.2
C -1.97032 -1.11087 1.02799 0.3 0.2 0.3
C -1.66609 1.20883 0.09813 0.3 0.0 0.1
C 1.94113 0.78133 -0.43294 -1.9 -0.6 -0.2
C 2.62243 -0.23957 0.39874 0.1 0.3 -0.1
C 0.05102 -0.58579 -0.38997 1.8 2.3 -0.1
C -0.95011 -0.03742 0.61939 -0.3 -0.4 -0.3
H 2.09658 0.75093 -1.50160 0.1 0.1 0.0
H -2.20550 1.02395 -0.83327 -0.1 0.0 0.0
H -1.50758 -0.52485 -1.77718 0.3 -0.2 -0.1
H -1.46364 -2.03492 1.29442 -0.1 -0.1 0.0
H -0.38211 0.23879 1.50937 0.2 0.0 0.0
H 2.74558 0.09894 1.43041 0.1 0.0 0.0
H 1.33051 2.73863 -0.52297 0.0 0.0 0.1
H -0.91706 -2.07294 -1.48348 0.0 0.2 -0.1
H 1.59164 2.13101 1.06877 0.0 0.1 0.0
H -0.04688 -1.02231 -2.44667 -0.3 0.0 0.2
H -2.53158 -0.77167 1.89518 -0.1 0.0 0.0
H -0.97585 2.03219 -0.06470 0.0 0.0 -0.1
H 3.60894 -0.50928 0.00836 -0.1 0.2 0.1
H -2.40321 1.52902 0.82986 -0.1 0.0 0.0
H -2.68494 -1.30822 0.23090 -0.1 -0.1 -0.1

***

# 9
26
Properties=species:S:1:pos:R:3:forces:R:3 method="wB97M-V/def2-TZVPD" total_charge=+1 lumo_ev=-2.55 fmax_ev_per_a=4.5 e_above_lowest_kj_mol=108.8 e_homo_ev=-13.0 gap_ev=10.432 total_energy_ev=-14465.3809
O -1.54040 -1.16110 -0.38535 -1.7 -0.2 0.4
N -1.00241 0.98942 0.21258 -1.1 -1.9 -0.9
N 1.47384 -1.07087 -0.29309 0.7 0.0 -1.1
N 2.51826 0.98928 -0.46051 -1.3 0.0 -1.8
N 0.78295 -1.02356 1.93117 -0.6 0.7 1.7
C 1.33621 -0.49199 0.84985 -1.0 -1.1 1.1
C 1.93736 0.83830 0.79064 0.2 2.0 3.4
C 2.22444 -0.18490 -1.24477 1.7 -0.9 0.6
C -1.87874 0.12959 -0.17276 0.8 2.1 -1.3
C -2.58514 -2.08164 -0.97127 3.3 0.5 -1.1
C -1.40412 2.38572 0.19956 -3.9 -1.8 1.5
H 1.18261 1.60956 0.97715 -0.2 -0.4 0.3
H -2.19523 -2.20839 -2.00678 -0.7 -0.2 0.7
H 2.73582 0.99646 1.56333 -0.8 -0.4 -0.2
H 1.52064 -0.02772 -2.03931 0.3 0.2 -0.9
H -1.68704 2.57295 1.27340 0.4 0.7 -1.2
H -0.70175 3.00358 -0.20113 2.5 1.6 -0.5
H 3.45818 1.13725 -0.28710 2.2 0.1 -0.6
H 3.26582 -0.60346 -1.46973 -1.9 -0.1 -0.6
H 0.97708 -1.89103 -0.62120 0.1 0.1 0.3
H 0.05930 -1.73276 2.02750 0.5 -0.1 -1.1
H -2.30319 2.59050 -0.46463 0.6 -0.4 0.9
H -3.60967 -1.83326 -0.99054 -1.0 1.2 0.4
H -2.85405 0.49230 -0.60755 0.6 -0.7 0.6
H 0.73245 -0.46368 2.79196 0.4 0.0 -0.9
H -2.44321 -2.96054 -0.40143 0.0 -1.0 0.4

***

# 10
23
Properties=species:S:1:pos:R:3:forces:R:3 method="wB97M-V/def2-TZVPD" lumo_ev=0.93 fmax_ev_per_a=4.5 e_above_lowest_kj_mol=335.7 e_homo_ev=-9.0 gap_ev=9.935 total_energy_ev=-10000.2781 smiles=CCCN(C)CCO
O -1.60261 1.15472 -2.78949 -1.8 0.7 -1.0
N -0.56495 -0.84059 0.11617 -0.3 0.2 2.3
C -1.49320 -0.16466 -0.75709 1.5 3.1 -1.6
C 1.56119 0.54648 0.25767 -0.3 -2.2 -2.3
C -0.80821 0.24658 -2.15805 2.7 -2.4 1.3
C 2.69545 0.71523 1.16535 3.7 0.6 2.4
C -1.35197 -1.50061 1.17454 1.6 -1.9 1.3
C 0.26410 0.11890 0.90503 0.7 0.6 1.6
H 2.77976 -0.01776 2.00417 -0.9 0.3 -0.5
H -1.52509 -2.57659 0.94850 0.4 0.5 0.2
H 0.55675 -0.40102 1.92187 -0.6 1.2 -2.1
H 3.71954 0.49211 0.74977 -1.1 0.4 -0.5
H -2.51014 0.76657 -2.83984 1.1 0.6 -0.1
H -0.24724 1.13209 1.14879 0.0 -1.7 0.0
H -1.70086 0.89037 -0.25293 -0.5 -2.0 -1.0
H -0.83017 -1.36038 2.20545 -1.1 -0.9 -1.9
H -2.39441 -0.73423 -1.08229 0.5 0.2 0.9
H 1.32005 1.32471 -0.45606 0.6 0.7 0.2
H -2.30962 -1.10881 1.30962 -1.7 1.1 0.1
H 0.31842 0.63739 -2.06238 -2.8 -0.4 0.0
H 1.89074 -0.29902 -0.40605 -0.6 0.5 0.4
H -0.65535 -0.70971 -2.78157 -0.3 1.1 0.8
H 2.88782 1.68823 1.67882 -0.7 -0.4 -0.5

***

# 11
23
Properties=species:S:1:pos:R:3:forces:R:3 method="wB97M-V/def2-TZVPD" lumo_ev=0.92 fmax_ev_per_a=5.7 e_above_lowest_kj_mol=241.5 e_homo_ev=-9.2 gap_ev=10.138 total_energy_ev=-10001.2546 smiles="C=C(C)CCCN.O"
O 2.91699 1.31162 0.61588 -0.1 0.3 -0.2
N 1.00255 -0.37472 1.79572 -1.4 3.4 2.5
C -0.37154 1.14734 0.36688 0.6 1.3 -0.2
C -2.38594 -0.38855 -1.53742 0.0 -1.7 -5.5
C -0.57607 -2.03586 -1.23303 0.6 1.9 -0.6
C -0.03287 0.45502 -1.03114 0.6 0.0 1.1
C -0.92602 -0.71960 -1.29034 -0.9 -2.1 0.0
C -0.36926 0.33407 1.72843 2.5 -0.5 -2.3
H 1.02270 0.18226 -0.98181 0.0 -0.4 0.0
H 0.43809 1.94217 0.48095 -1.3 -0.7 -0.2
H -1.18392 -0.34237 1.69801 -0.8 -1.1 0.1
H 1.19430 -0.80209 2.69256 -0.3 0.2 0.3
H -2.44298 0.41784 -2.42833 -0.2 -1.5 2.3
H 2.33957 0.80779 1.21715 -0.2 -0.3 0.0
H 3.78367 1.29036 1.01385 0.4 0.0 0.1
H 0.42279 -2.34688 -1.04631 1.1 0.3 0.4
H -3.01088 -1.34932 -1.93533 1.7 2.1 0.7
H -1.07887 -2.89183 -1.63085 -1.3 0.0 0.2
H -0.46790 0.93145 2.60654 -0.1 0.8 0.3
H -0.05357 1.18314 -1.89896 -0.5 -0.5 1.2
H -1.37271 1.59126 0.20107 0.5 0.2 0.5
H -2.91218 -0.14827 -0.69387 -1.1 1.3 2.2
H 0.93827 -1.08987 1.18796 0.0 -3.1 -2.8

***

# 12
23
Properties=species:S:1:pos:R:3:forces:R:3 method="wB97M-V/def2-TZVPD" lumo_ev=0.79 fmax_ev_per_a=0.8 e_above_lowest_kj_mol=426.6 e_homo_ev=-7.1 gap_ev=7.880 total_energy_ev=-9999.3353
O -0.39064 -0.28783 -2.93068 -0.1 -0.1 0.1
N 1.40420 0.86921 -1.26401 -0.1 0.0 0.0
C 0.16243 0.78189 -0.75920 0.1 0.0 0.1
C -0.58304 2.02952 -0.41626 0.0 0.0 0.0
C -1.12280 -0.79039 1.88503 0.0 0.0 0.0
C 1.29703 -1.30161 1.21900 0.0 0.0 0.0
C 0.13599 -0.34284 1.17396 -0.2 0.1 -0.8
C -0.45729 -0.47136 -0.80882 0.2 0.0 0.7
H -1.52361 -0.53668 -0.68126 0.0 0.0 0.0
H 0.44027 0.64343 1.52393 0.0 0.0 0.0
H 1.81490 1.78531 -1.35269 -0.1 0.0 0.0
H -0.96187 2.44403 -1.35386 0.0 0.0 0.0
H -1.46228 -1.76364 1.52261 0.0 0.0 0.0
H -0.93182 -0.94453 -3.38301 0.1 0.1 0.0
H 0.10237 -1.36129 -1.02521 0.1 0.0 0.0
H 1.73070 -1.34402 2.22444 0.0 0.0 -0.1
H 0.99209 -2.31579 0.94923 0.0 0.0 0.0
H -1.94174 -0.07836 1.75667 0.0 0.0 0.0
H 0.06793 2.77010 0.05475 0.0 0.0 0.0
H -0.94263 -0.88526 2.96296 0.0 0.0 -0.1
H 2.09057 -0.98683 0.53536 0.0 0.0 0.0
H -1.42629 1.83131 0.24202 0.0 0.0 0.0
H 1.50554 0.25564 -2.07494 0.0 0.0 0.1